<1>
Computed, not measured: an isolated molecule of CH2N4O2, with wB97M-V/def2-TZVPD.

Summary:
Structure (SMILES): [H]/N=c1/nnon1O
Kohn-Sham gap (eV): 9.4

```
! RIJCOSX wB97M-V def2-TZVPD def2/J DEFGRID3
* xyz 0 1
C 0.5383 0.6830 0.0236
H -2.1023 -1.1342 0.2987
H -0.6510 1.9610 0.0348
N -0.3881 -0.4457 0.2977
N 1.6222 -1.1710 -0.1667
N 1.8332 0.0865 -0.1417
N 0.3795 1.9302 -0.0272
O -1.5461 -0.3490 -0.3565
O 0.3142 -1.5609 0.0373
*
```


<2>
Computed, not measured: a cluster of 2 separate species, CH2N4O2 in total, with wB97M-V/def2-TZVPD.

Summary:
Kohn-Sham gap (eV): 8.6

```
! RIJCOSX wB97M-V def2-TZVPD def2/J DEFGRID3
* xyz 0 1
C -0.1503 -0.0956 0.0308
H -1.3066 1.0968 2.5577
H 1.2670 -1.7201 0.0073
N -0.6315 -0.1936 1.2096
N -0.1633 0.8758 -0.9001
N 0.5959 0.7512 -1.8361
N 0.6212 -1.0942 -0.6348
O -1.5806 0.7917 1.2042
O 1.3483 -0.4119 -1.6385
*
```


Which structure wins on stability? <1> wins.


<1>
Computed, not measured: a cluster of 2 separate species, C3H4S in total, with wB97M-V/def2-TZVPD.

Summary:
Structure (SMILES): C#C.C=S
Kohn-Sham gap (eV): 8.6

```
! RIJCOSX wB97M-V def2-TZVPD def2/J DEFGRID3
* xyz 0 1
C 3.5661 -1.1578 -0.0702
C 2.6179 -0.4590 0.1247
C -2.9946 0.3384 -0.0179
S -2.4020 -1.1531 0.0244
H 4.4214 -1.7430 -0.2394
H -3.9481 0.5663 -0.4782
H 1.7848 0.1548 0.2935
H -2.4502 1.1654 0.4202
*
```


<2>
Computed, not measured: an isolated molecule of C3H4S, with wB97M-V/def2-TZVPD.

Summary:
Structure (SMILES): C1[C@@H]2S[C@H]12
Kohn-Sham gap (eV): 9.4

```
! RIJCOSX wB97M-V def2-TZVPD def2/J DEFGRID3
* xyz 0 1
C 0.6791 0.1208 -0.1230
C -0.3452 -0.0822 1.0533
C -0.6620 0.7579 -0.0902
S -0.4852 1.6434 1.4452
H 1.5623 0.7350 -0.0728
H 0.6684 -0.5862 -0.8468
H -0.9451 -0.8206 1.5471
H -1.4052 0.9417 -0.7170
*
```


Which structure wins on stability? <2> wins.


<1>
Computed, not measured: a structure of composition C15H31AlClN4O4S, with wB97M-V/def2-TZVPD.

Summary:
Kohn-Sham gap (eV): 6.3

```
! RIJCOSX wB97M-V def2-TZVPD def2/J DEFGRID3
* xyz -1 1
O 2.9385 -2.4109 1.0490
Al 1.7896 -3.3218 2.0921
Cl 2.2661 -5.4841 1.7927
C -0.1389 -2.9617 1.6428
C -0.7151 -3.7828 0.4581
C -0.8095 -3.0211 -0.8816
C 0.2298 -1.9125 -1.0397
C 0.6208 -1.6005 -2.4934
C 2.1426 -1.6656 -2.6214
C 2.6547 -1.3017 -4.0260
S 3.2568 -2.6731 -5.0470
C 3.8869 -3.7963 -3.8820
N 3.7598 -5.0907 -3.9659
N 4.4666 -5.6089 -2.8823
C 4.9210 -4.5865 -2.2322
O 4.6225 -3.4021 -2.8210
H 2.5939 -1.5566 0.7876
H 2.0857 -2.9413 3.6364
H -0.7018 -3.2380 2.5349
H -0.3376 -1.9008 1.5197
H -1.7257 -4.0967 0.7236
H -0.1359 -4.6899 0.3059
H -1.8210 -2.6488 -1.0472
H -0.6360 -3.7432 -1.6831
H 1.1272 -2.2470 -0.5296
H -0.1311 -1.0163 -0.5435
H 0.1871 -2.3182 -3.1870
H 0.3106 -0.5909 -2.7624
H 2.5828 -0.9631 -1.9184
H 2.4549 -2.6558 -2.3155
H 1.8248 -0.8959 -4.5995
H 3.3942 -0.5103 -3.9706
H 5.4790 -4.5992 -1.3183
C -2.5592 1.5724 3.9252
C -2.5293 0.5317 2.8268
O -2.0493 -0.5725 2.9868
N -3.0598 0.8881 1.6195
C -3.6447 2.1604 1.2433
H -2.0987 1.1452 4.8104
H -2.0070 2.4661 3.6308
H -3.5854 1.8590 4.1589
H -3.0129 0.1545 0.9300
H -4.6817 2.0236 0.9268
H -3.0852 2.5957 0.4120
H -3.6217 2.8600 2.0695
C -0.8524 4.8654 0.9670
C -2.0396 5.6743 1.4368
O -2.9072 5.1936 2.1462
N -2.1106 6.9733 1.0373
C -1.1792 7.7059 0.2015
H -0.9383 3.8591 1.3650
H -0.8269 4.8126 -0.1221
H 0.0800 5.3057 1.3217
H -2.9234 7.4578 1.3829
H -0.7749 8.5619 0.7445
H -1.6809 8.0695 -0.6970
H -0.3550 7.0689 -0.0989
*
```


<2>
Computed, not measured: a structure of composition C15H31AlClN4O4S, with wB97M-V/def2-TZVPD.

Summary:
Kohn-Sham gap (eV): 6.3

```
! RIJCOSX wB97M-V def2-TZVPD def2/J DEFGRID3
* xyz -1 1
O -1.1501 3.9043 0.3844
Al 0.3852 4.3553 -0.5792
Cl -0.2041 6.0041 -2.0200
C 1.2829 2.7704 -1.5258
C 0.6795 2.4475 -2.9868
C -0.2675 1.1472 -3.0439
C -1.0462 0.8263 -1.6794
C -2.4684 0.0799 -1.9158
C -3.5960 0.9041 -1.1040
C -4.9913 0.1102 -1.2041
S -6.2566 0.8656 -2.3285
C -6.0900 2.6905 -2.3902
N -6.1902 3.4370 -3.6280
N -6.0444 4.7494 -3.2379
C -5.8758 4.8155 -1.8144
O -5.8891 3.4961 -1.2521
H -1.1268 2.9869 0.7218
H 1.4405 4.9548 0.4764
H 2.3830 3.0907 -1.6982
H 1.3591 1.8318 -0.8552
H 1.5881 2.2292 -3.6711
H 0.1294 3.3682 -3.4186
H 0.3147 0.2365 -3.4562
H -1.0723 1.3707 -3.8475
H -1.2968 1.8274 -1.1702
H -0.3331 0.2074 -1.0136
H -2.7816 0.0465 -3.0160
H -2.4320 -0.9729 -1.4411
H -3.3193 0.9572 0.0041
H -3.6207 1.9687 -1.5111
H -4.7428 -0.9267 -1.6531
H -5.3849 -0.1242 -0.1431
H -5.7335 5.7661 -1.1965
C 4.7288 -0.3046 1.3887
C 3.7943 -0.1935 0.2125
O 3.5069 0.8802 -0.2945
N 3.2642 -1.3478 -0.2837
C 3.4890 -2.6985 0.1857
H 5.0742 0.6866 1.6790
H 4.2080 -0.7537 2.2379
H 5.5973 -0.9102 1.1188
H 2.6462 -1.2076 -1.0710
H 3.9106 -3.2834 -0.6353
H 2.5271 -3.1256 0.4781
H 4.1678 -2.7304 1.0343
C 1.7076 -3.3774 3.6178
C 2.9342 -4.2487 3.6798
O 3.9746 -3.9539 3.1064
N 2.8555 -5.3987 4.4057
C 1.7174 -5.9042 5.1436
H 1.9104 -2.4977 3.0084
H 0.8805 -3.9298 3.1656
H 1.4336 -3.0477 4.6227
H 3.7093 -5.9389 4.4086
H 2.0038 -6.0075 6.1923
H 1.4535 -6.8851 4.7426
H 0.8562 -5.2438 5.0708
*
```


Which structure wins on stability? <1> wins.


<1>
Computed, not measured: an isolated molecule of C3HN3O2, with wB97M-V/def2-TZVPD.

Summary:
Structure (SMILES): [H]/N=C(/N=O)C(=O)C#N
Kohn-Sham gap (alpha / beta) (eV): 7.7 / 7.6

```
! RIJCOSX wB97M-V def2-TZVPD def2/J DEFGRID3
* xyz 0 1
C -0.4317 0.6783 -0.3732
C 0.6924 -0.3539 -0.2183
N 1.4068 0.3759 0.8139
N 0.7028 -1.4811 -0.7490
C -1.4893 0.0497 0.5093
O 2.0314 1.3740 0.9909
O -0.4927 1.5725 -1.1514
N -2.2751 -0.3027 1.2688
H -0.1447 -1.9127 -1.0911
*
```


<2>
Computed, not measured: a structure of composition C3HN3O2, with wB97M-V/def2-TZVPD.

Summary:
Kohn-Sham gap (eV): 11.0

```
! RIJCOSX wB97M-V def2-TZVPD def2/J DEFGRID3
* xyz 0 1
C -1.5663 0.0457 0.0031
C -0.3131 0.5476 0.0362
C 1.6728 0.4786 -0.0070
N -1.3646 -1.3077 -0.0104
N -0.1468 -1.6349 0.0018
N 0.5605 -0.4944 0.0328
O 2.8304 0.3336 -0.0637
O 0.8617 1.5382 0.0262
H -2.5345 0.4934 -0.0190
*
```


Which structure wins on stability? <2> wins.


<1>
Computed, not measured: an isolated molecule of C3HN3O2, with wB97M-V/def2-TZVPD.

Summary:
Structure (SMILES): c1onc2onnc12
Kohn-Sham gap (eV): 9.8

```
! RIJCOSX wB97M-V def2-TZVPD def2/J DEFGRID3
* xyz 0 1
C -1.0816 0.9430 0.0561
C 0.1710 -0.8424 0.1523
C 0.2369 0.5496 0.0957
H -1.8333 1.7053 -0.0743
N -0.9934 -1.4771 -0.1031
N 2.2083 -0.2301 -0.0554
N 1.5954 0.8984 -0.0849
O -1.7567 -0.3132 -0.0349
O 1.4535 -1.2335 0.0486
*
```


<2>
Computed, not measured: an isolated molecule of C3HN3O2, with wB97M-V/def2-TZVPD.

Summary:
Structure (SMILES): N#Cc1onnc1O
Kohn-Sham gap (eV): 9.2

```
! RIJCOSX wB97M-V def2-TZVPD def2/J DEFGRID3
* xyz 0 1
C -0.3548 0.4291 -0.1229
C 0.3132 -0.7791 0.1305
C 1.7624 -0.8038 -0.0001
H -0.6735 2.6054 0.3533
N -1.6739 0.1737 -0.2587
N -1.8029 -1.1619 -0.0560
N 2.9412 -0.4507 -0.1825
O 0.0532 1.7710 0.0616
O -0.5649 -1.7837 0.0749
*
```


Which structure wins on stability? <2> wins.


<1>
Computed, not measured: a cluster of 2 separate species, C9H13NO2 in total, with wB97M-V/def2-TZVPD.

Summary:
Structure (SMILES): Cc1ccc(O)cc1.CC(N)=O
Kohn-Sham gap (eV): 9.2

```
! RIJCOSX wB97M-V def2-TZVPD def2/J DEFGRID3
* xyz 0 1
C -1.9953 -2.0836 1.5629
C -3.0671 -1.2747 0.8273
O -3.4246 -1.5811 -0.3003
N -3.5531 -0.1661 1.4259
H -1.9346 -1.7394 2.5817
H -1.0767 -1.7726 1.0747
H -4.2599 0.3641 0.9268
H -3.2943 0.1596 2.3429
H -2.3130 -3.1135 1.4659
C 0.8974 3.0679 -1.2589
C 0.8390 -0.7500 -1.2237
C 1.9479 -1.0173 -0.4121
C 0.5996 0.5743 -1.5524
C 1.3240 1.6254 -1.0059
C 2.6686 0.0030 0.1728
C 2.3631 1.3293 -0.1385
O 2.2685 -2.3503 -0.2463
H 0.4045 -1.6302 -1.6685
H -0.0607 0.7494 -2.3925
H 3.4892 -0.1543 0.8544
H 2.7100 -2.5026 0.6029
H 0.2101 3.0986 -2.1029
H 1.7789 3.6218 -1.5899
H 2.9306 2.0930 0.3565
H 0.5481 3.4492 -0.3030
*
```


<2>
Computed, not measured: a cluster of 2 separate species, C9H13NO2 in total, with wB97M-V/def2-TZVPD.

Summary:
Structure (SMILES): Cc1ccc(O)cc1.CC(N)=O
Kohn-Sham gap (eV): 9.0

```
! RIJCOSX wB97M-V def2-TZVPD def2/J DEFGRID3
* xyz 0 1
C 1.5067 3.1677 -0.6552
C 1.6872 -0.7695 0.9264
C 0.6152 -0.4516 0.1078
C 2.7272 0.1028 1.1927
C 0.6149 0.8226 -0.4660
C 2.6149 1.4182 0.7532
C 1.5998 1.7474 -0.1372
O 1.6493 -2.0242 1.4896
H 2.3169 -2.1188 2.1110
H -0.2070 -1.0915 -0.1784
H 3.5039 -0.1825 1.8932
H -0.2820 1.1982 -0.9409
H 3.1694 2.2261 1.2128
H 0.5686 3.5752 -0.2728
H 1.4650 3.1651 -1.7493
H 2.3380 3.8396 -0.4660
C -2.9578 -0.5475 -0.1934
C -2.6795 -2.0316 -0.1900
O -1.9643 -2.4952 0.6819
N -3.1176 -2.8623 -1.1829
H -2.7342 -0.1397 -1.1801
H -2.3798 -0.0810 0.5963
H -2.5689 -3.6914 -1.3292
H -3.4870 -2.4746 -2.0337
H -3.9990 -0.3014 0.0103
*
```


Which structure wins on stability? <1> wins.


<1>
Computed, not measured: a cluster of 2 separate species, C9H13NO2 in total, with wB97M-V/def2-TZVPD.

Summary:
Structure (SMILES): Cc1ccc(O)cc1.CC(N)=O
Kohn-Sham gap (eV): 9.3

```
! RIJCOSX wB97M-V def2-TZVPD def2/J DEFGRID3
* xyz 0 1
C 2.4408 1.0754 2.1029
C 3.3605 0.2181 1.2900
O 4.5370 0.4659 1.1220
N 2.7788 -0.8658 0.7058
H 2.0794 0.6155 3.0252
H 1.5825 1.4622 1.5330
H 3.3518 -1.4469 0.1148
H 1.7927 -1.0530 0.7355
H 2.9373 2.0125 2.3503
C -2.5148 -2.4135 -0.4753
C -0.1046 0.3275 -1.4769
C -0.7458 1.4544 -0.9877
C -0.6357 -0.9383 -1.2522
C -1.8898 -1.0629 -0.6863
C -2.0098 1.3318 -0.4333
C -2.6105 0.0947 -0.3993
O -0.1908 2.6685 -1.2928
H 0.6801 0.4872 -2.2120
H -0.0596 -1.7231 -1.7364
H -2.5249 2.2580 -0.1906
H -0.7098 3.3911 -0.8996
H -2.0159 -3.1875 -1.0502
H -3.6022 -2.4257 -0.5380
H -3.5707 -0.0368 0.0841
H -2.3559 -2.7091 0.5669
*
```


<2>
Computed, not measured: a cluster of 2 separate species, C9H13NO2 in total, with wB97M-V/def2-TZVPD.

Summary:
Structure (SMILES): Cc1ccc(O)cc1.CC(N)=O
Kohn-Sham gap (eV): 8.7

```
! RIJCOSX wB97M-V def2-TZVPD def2/J DEFGRID3
* xyz 0 1
C -2.2510 -0.5713 -3.0562
C -0.2760 2.0969 -0.0906
C -0.2729 2.4546 -1.4549
C -0.9207 0.9008 0.3627
C -0.9785 1.7195 -2.3997
C -1.5887 0.1857 -0.6721
C -1.4841 0.3723 -2.0681
O 0.2966 2.8289 0.8107
H 0.2112 2.6100 1.7580
H 0.3390 3.2357 -1.9644
H -0.7228 0.5096 1.4147
H -1.1220 2.0319 -3.3568
H -2.1345 -0.6491 -0.0810
H -3.1812 -0.1485 -3.4995
H -1.6612 -0.7944 -3.8656
H -2.5237 -1.5278 -2.7432
C 1.8803 -2.8194 3.2541
C 1.8544 -2.1862 1.8431
O 2.7375 -2.1862 1.0352
N 0.6045 -1.6832 1.4128
H 0.7266 -1.2024 0.5705
H -0.0283 -1.1715 2.0029
H 0.8997 -2.9733 3.6354
H 2.4490 -2.3357 4.0479
H 2.4671 -3.8607 3.1148
*
```


Which structure wins on stability? <1> wins.


<1>
Computed, not measured: a cluster of 4 separate species, C30H47NO8 in total, with wB97M-V/def2-TZVPD.

Summary:
Structure (SMILES): CCCCNc1c(CCCC)ccc2c1C(=O)C=CC2=O.CCOC(C)=O.CCOC(C)=O.CCOC(C)=O
Kohn-Sham gap (eV): 8.3

```
! RIJCOSX wB97M-V def2-TZVPD def2/J DEFGRID3
* xyz 0 1
C 6.4568 -1.6781 -3.5666
C 5.7214 -2.0790 -4.9088
C 4.9166 -0.9162 -5.5977
C 3.7217 -0.3325 -4.7550
N 2.8166 -1.3523 -4.1928
C 1.8841 -0.8055 -3.2271
C 2.2578 -0.2114 -1.9263
C 3.7384 -0.0925 -1.4587
C 4.0862 1.4585 -1.2263
C 5.4451 1.9088 -1.8868
C 5.1811 2.7370 -3.2371
C 1.2297 0.2867 -1.0087
C -0.1985 0.2098 -1.3258
C -0.5880 -0.3684 -2.5998
C 0.4424 -0.8721 -3.5326
C -0.0782 -1.4881 -4.8798
O 0.4431 -2.4235 -5.4282
C -1.3770 -0.8095 -5.4362
C -2.3227 -0.3571 -4.5685
C -2.0775 -0.5217 -3.0321
O -2.9705 -0.7748 -2.2577
H 5.8230 -2.0618 -2.7156
H 6.6437 -0.5851 -3.4436
H 7.3997 -2.2931 -3.5188
H 6.4880 -2.4763 -5.6329
H 5.0298 -2.9381 -4.6888
H 5.6471 -0.0906 -5.8132
H 4.5137 -1.2720 -6.5888
H 3.1004 0.2823 -5.4725
H 4.1319 0.4003 -4.0093
H 3.3154 -2.1288 -3.7566
H 3.8288 -0.5796 -0.4465
H 4.4515 -0.5238 -2.1957
H 3.2433 2.0552 -1.6702
H 4.0922 1.6529 -0.1188
H 6.1571 1.0597 -2.0745
H 5.9815 2.6298 -1.2059
H 4.0955 2.6796 -3.5238
H 5.3739 3.8282 -3.0361
H 5.8526 2.3727 -4.0636
H 1.5448 0.7193 -0.0312
H -0.9452 0.5800 -0.5924
H -1.5677 -0.6823 -6.5272
H -3.2495 0.0897 -4.9877
O -3.6483 1.9615 2.8220
C -4.2624 1.1940 2.1213
O -4.2228 1.3299 0.7835
C -4.7606 0.3721 -0.1389
C -6.2404 0.6052 -0.3668
C -5.1513 0.1364 2.7197
H -4.5408 -0.6475 0.1819
H -4.2278 0.5198 -1.0746
H -6.8140 0.4798 0.5538
H -6.6287 -0.0906 -1.1131
H -6.4152 1.6264 -0.7126
H -6.1190 0.5746 2.9600
H -4.6846 -0.2270 3.6357
H -5.2928 -0.7330 2.0825
O 6.4242 0.0073 1.5008
C 5.7653 0.1003 2.5032
O 4.4507 0.3759 2.4178
C 3.5378 0.3294 3.5211
C 3.5430 1.6332 4.2922
C 6.4057 0.0031 3.8642
H 3.7361 -0.5352 4.1576
H 2.5477 0.1730 3.0889
H 4.5211 1.8364 4.7312
H 2.8031 1.6091 5.0939
H 3.3142 2.4685 3.6275
H 6.8206 0.9745 4.1337
H 7.2106 -0.7295 3.8128
H 5.7301 -0.3365 4.6466
O -7.7468 -0.3674 3.1852
C -8.2961 -0.3502 4.2584
O -7.5724 -0.4888 5.3810
C -8.0897 -0.3024 6.7035
C -8.7421 -1.5681 7.2205
C -9.7975 -0.2663 4.3598
H -8.7569 0.5606 6.7452
H -7.2318 -0.0585 7.3323
H -9.5994 -1.8565 6.6101
H -9.0806 -1.4339 8.2493
H -8.0359 -2.3999 7.1881
H -10.2193 -1.2644 4.2410
H -10.1602 0.3748 3.5569
H -10.1531 0.1736 5.2892
*
```


<2>
Computed, not measured: an isolated molecule of C30H47NO8, with wB97M-V/def2-TZVPD.

Summary:
Structure (SMILES): C=CC[C@@]1(CCC(N)=O)C(=O)O[C@@](CCCCOC)(COCCOCC)[C@]1(COCC)COc1ccccc1
Kohn-Sham gap (eV): 8.7

```
! RIJCOSX wB97M-V def2-TZVPD def2/J DEFGRID3
* xyz 0 1
C -1.5667 3.5086 4.4388
C -1.2161 3.3439 3.1395
C -1.4879 2.1021 2.2981
C -0.6018 2.0223 1.0182
C -0.4205 3.3126 0.1844
C -1.6171 4.2981 0.1404
C -2.9485 3.6940 -0.2909
N -3.9560 3.3045 0.6484
O -3.1683 3.5731 -1.4862
C 0.7970 1.7684 1.7127
O 1.5180 2.5389 2.2872
O 1.1417 0.4384 1.5331
C 0.7932 0.1976 0.1367
C 1.7929 0.9586 -0.7512
C 3.2902 0.6475 -0.5317
C 3.9475 1.3534 0.6846
C 5.4325 0.9322 0.6766
O 5.4926 -0.3520 1.2777
C 6.5804 -1.1484 0.8294
C 1.0730 -1.3073 -0.0053
O 1.1523 -1.7531 -1.3630
C 0.0978 -2.6308 -1.7076
C 0.3431 -4.0814 -1.2401
O -0.4385 -4.2996 -0.0695
C 0.2158 -5.0502 0.9493
C -0.1254 -4.3696 2.3136
C -0.6874 0.6893 0.1748
C -1.5632 -0.3540 0.9323
O -2.9405 -0.0049 0.8430
C -3.7726 -1.1261 1.1152
C -3.6649 -1.5736 2.5844
C -1.4582 0.7617 -1.1749
O -0.6906 1.2223 -2.3065
C -0.7673 0.4067 -3.4005
C -1.9805 0.0841 -3.9826
C -2.0654 -0.7110 -5.0922
C -0.9337 -1.2558 -5.6618
C 0.2791 -0.9333 -5.0912
C 0.3605 -0.1063 -3.9967
H -2.6145 3.4074 4.7308
H -0.7884 3.7538 5.1622
H -0.6517 4.1550 2.6707
H -1.2380 1.2608 2.9497
H -2.5561 1.9985 2.0710
H 0.4398 3.8902 0.5444
H -0.1787 3.0814 -0.8593
H -1.3747 5.0576 -0.6110
H -1.7792 4.8558 1.0718
H -4.3879 2.4342 0.3671
H -4.6364 4.0334 0.8165
H 1.6740 2.0480 -0.7399
H 1.5705 0.6607 -1.7758
H 3.5369 -0.4184 -0.5564
H 3.8071 1.0820 -1.4024
H 3.5402 1.0097 1.6338
H 3.8458 2.4281 0.5049
H 5.8476 0.9572 -0.3413
H 5.9932 1.6596 1.2884
H 7.0611 -0.7624 -0.0748
H 7.3029 -1.2734 1.6479
H 6.1794 -2.1488 0.6123
H 0.3678 -1.9589 0.5194
H 2.0477 -1.4959 0.4610
H -0.8874 -2.2862 -1.3678
H 0.0440 -2.6634 -2.8036
H 1.4226 -4.1996 -1.0827
H 0.0435 -4.7617 -2.0526
H 1.3074 -5.0464 0.8611
H -0.1713 -6.0780 0.9424
H -0.9367 -3.6604 2.1276
H -0.4134 -5.1238 3.0499
H 0.7647 -3.8308 2.6513
H -1.2272 -0.5317 1.9607
H -1.4846 -1.3240 0.4134
H -3.5762 -1.9314 0.3926
H -4.7984 -0.7686 0.9608
H -4.5836 -2.0693 2.9101
H -2.8345 -2.2869 2.6658
H -3.4470 -0.7317 3.2482
H -1.7766 -0.2648 -1.3998
H -2.3713 1.3535 -1.1166
H -2.9153 0.4737 -3.5839
H -3.0177 -0.9415 -5.5633
H -0.9483 -1.9160 -6.5225
H 1.1997 -1.3370 -5.5061
H 1.3628 0.1099 -3.6422
*
```


Which structure wins on stability? <1> wins.